{"formula": "C22H78N8O17", "method": "ωB97M-V/def2-TZVPD", "fmax_ha_per_bohr": 0.2030, "lumo_ev": -0.3, "homo_ev": -7.1, "orbital_gap_ev": 6.834, "species": ["C", "C", "O", "H", "H", "H", "H", "H", "H", "C", "C", "O", "H", "H", "H", "H", "H", "H", "C", "C", "O", "H", "H", "H", "H", "H", "H", "C", "C", "O", "H", "H", "H", "H", "H", "H", "C", "C", "O", "H", "H", "H", "H", "H", "H", "C", "O", "N", "N", "H", "H", "H", "H", "C", "O", "N", "N", "H", "H", "H", "H", "C", "O", "N", "N", "H", "H", "H", "H", "C", "O", "N", "N", "H", "H", "H", "H", "C", "O", "H", "H", "H", "H", "C", "O", "H", "H", "H", "H", "C", "O", "H", "H", "H", "H", "C", "O", "H", "H", "H", "H", "C", "O", "H", "H", "H", "H", "C", "O", "H", "H", "H", "H", "C", "O", "H", "H", "H", "H", "C", "O", "H", "H", "H", "H"], "xyz": [[0.01, 0.84, 0.25], [0.09, -0.27, -0.73], [0.49, -1.54, -0.06], [0.87, 1.06, 0.93], [-0.96, 0.61, 0.75], [-0.09, 1.83, -0.18], [0.95, -0.05, -1.39], [-0.76, -0.56, -1.37], [1.28, -1.81, -0.52], [2.50, 4.00, 0.36], [3.25, 3.52, 1.70], [2.55, 2.37, 2.13], [2.93, 3.52, -0.53], [2.45, 5.10, 0.16], [1.44, 3.66, 0.39], [3.33, 4.19, 2.63], [4.32, 3.24, 1.53], [2.88, 2.13, 3.02], [-1.60, 3.32, 2.62], [-0.86, 3.34, 3.98], [-1.45, 2.32, 4.72], [-1.32, 4.24, 2.06], [-2.70, 3.46, 2.78], [-1.33, 2.44, 2.01], [-1.06, 4.27, 4.50], [0.24, 3.34, 3.82], [-2.07, 2.76, 5.34], [1.07, -2.03, -5.76], [2.06, -1.44, -4.82], [1.52, -0.48, -3.98], [0.36, -1.36, -6.32], [0.35, -2.55, -5.16], [1.48, -2.85, -6.32], [2.76, -0.90, -5.48], [2.61, -2.30, -4.39], [2.15, 0.19, -3.66], [-2.70, 1.45, -3.33], [-1.26, 1.10, -3.67], [-1.01, -0.22, -3.64], [-2.98, 2.48, -3.28], [-2.97, 1.01, -2.37], [-3.33, 1.01, -4.08], [-0.59, 1.47, -2.87], [-0.94, 1.58, -4.62], [-0.15, -0.52, -3.86], [-2.91, -2.92, 2.90], [-3.47, -3.91, 2.12], [-2.10, -1.96, 2.44], [-2.49, -3.21, 4.13], [-2.34, -0.95, 2.86], [-2.14, -1.94, 1.40], [-2.98, -2.62, 4.81], [-2.87, -4.21, 4.28], [-0.01, -4.46, 1.81], [-0.76, -4.69, 0.71], [0.62, -3.33, 1.91], [-0.33, -4.71, 3.06], [0.57, -2.61, 1.16], [1.54, -3.41, 2.30], [-1.27, -5.32, 3.14], [0.36, -5.26, 3.58], [-3.79, 0.07, 4.30], [-3.85, 0.49, 5.60], [-2.74, 0.31, 3.53], [-4.81, -0.38, 3.58], [-2.10, 1.06, 3.90], [-3.03, 0.61, 2.52], [-5.65, -0.24, 4.14], [-4.87, -0.62, 2.57], [2.04, 2.22, -3.13], [1.17, 2.57, -2.20], [3.11, 1.54, -2.88], [1.97, 2.66, -4.36], [3.24, 1.01, -1.99], [3.68, 1.26, -3.77], [1.25, 3.27, -4.66], [2.80, 2.52, -5.00], [3.44, -1.75, 1.88], [3.17, -3.04, 2.41], [3.94, -1.15, 2.64], [2.70, -1.23, 1.33], [4.17, -1.75, 1.04], [3.27, -3.57, 1.61], [-3.82, 1.76, 0.48], [-3.32, 0.50, 0.86], [-3.89, 2.45, 1.34], [-4.71, 1.57, -0.22], [-2.99, 2.04, -0.17], [-3.19, -0.07, 0.17], [0.56, 0.36, 3.81], [0.77, -0.77, 3.03], [1.56, 0.71, 4.12], [-0.16, 0.08, 4.59], [0.22, 1.16, 3.17], [0.85, -0.53, 2.10], [3.77, -2.08, -2.01], [2.43, -2.16, -1.68], [4.11, -3.06, -2.40], [4.23, -1.78, -1.10], [4.10, -1.21, -2.72], [2.01, -2.41, -2.50], [-0.14, -3.97, -2.66], [-1.29, -4.67, -3.13], [0.72, -4.04, -3.36], [0.13, -4.43, -1.61], [-0.50, -2.93, -2.43], [-1.12, -5.56, -3.47], [-2.76, -2.43, -0.74], [-3.12, -1.28, -1.28], [-3.53, -2.70, -0.08], [-1.89, -2.22, -0.13], [-2.63, -3.22, -1.54], [-2.96, -1.36, -2.21], [-1.77, 4.34, -1.45], [-1.44, 5.50, -0.63], [-2.32, 4.65, -2.37], [-2.52, 3.93, -0.79], [-0.99, 3.54, -1.67], [-2.24, 5.88, -0.16], [4.58, 1.08, -0.07], [3.28, 0.90, -0.22], [4.82, 2.04, -0.52], [5.23, 0.45, -0.62], [4.91, 1.18, 1.02], [2.72, 1.56, 0.32]]}

=====

{"formula": "C22H83N2O25S3", "method": "ωB97M-V/def2-TZVPD", "fmax_ha_per_bohr": 0.0404, "lumo_ev": 1.9, "homo_ev": -7.1, "orbital_gap_ev": 8.997, "total_charge": -1, "species": ["C", "S", "O", "O", "S", "O", "O", "N", "S", "O", "O", "C", "C", "N", "H", "H", "H", "H", "H", "H", "H", "C", "O", "H", "H", "H", "H", "C", "O", "H", "H", "H", "H", "C", "O", "H", "H", "H", "H", "C", "O", "H", "H", "H", "H", "C", "O", "H", "H", "H", "H", "C", "O", "H", "H", "H", "H", "C", "O", "H", "H", "H", "H", "C", "O", "H", "H", "H", "H", "C", "O", "H", "H", "H", "H", "C", "O", "H", "H", "H", "H", "C", "O", "H", "H", "H", "H", "C", "O", "H", "H", "H", "H", "C", "O", "H", "H", "H", "H", "C", "O", "H", "H", "H", "H", "C", "O", "H", "H", "H", "H", "C", "O", "H", "H", "H", "H", "C", "O", "H", "H", "H", "H", "C", "O", "H", "H", "H", "H", "C", "O", "H", "H", "H", "H"], "xyz": [[-0.64, 2.36, 4.05], [-1.10, 2.12, 2.36], [-1.05, 3.41, 1.72], [-2.35, 1.40, 2.24], [0.52, 0.93, 1.49], [1.48, 0.85, 2.57], [0.92, 1.76, 0.38], [-0.20, -0.41, 1.06], [0.79, -1.67, 0.87], [2.18, -1.32, 0.68], [0.23, -2.47, -0.20], [0.64, -2.75, 2.28], [0.97, -2.14, 3.62], [0.20, -2.22, 4.62], [-1.17, 3.25, 4.38], [0.44, 2.52, 4.09], [-0.88, 1.46, 4.62], [1.25, -3.62, 2.04], [-0.41, -3.07, 2.27], [1.94, -1.65, 3.73], [-0.64, -2.75, 4.36], [3.98, 4.21, 1.05], [4.05, 3.11, 1.94], [4.82, 4.87, 1.28], [4.07, 3.89, 0.00], [3.05, 4.77, 1.17], [3.31, 2.53, 1.73], [5.19, -1.44, -1.80], [5.02, -1.51, -0.39], [6.11, -1.95, -2.07], [4.34, -1.92, -2.30], [5.24, -0.40, -2.13], [4.18, -1.05, -0.23], [-1.99, 6.47, -0.50], [-2.42, 5.16, -0.82], [-2.52, 7.16, -1.15], [-2.22, 6.71, 0.54], [-0.91, 6.59, -0.65], [-1.95, 4.55, -0.24], [2.56, 1.46, -2.51], [2.69, 0.35, -3.42], [3.29, 2.21, -2.81], [1.56, 1.88, -2.57], [2.76, 1.15, -1.49], [2.05, -0.31, -3.14], [0.96, -6.30, 0.59], [0.75, -6.15, 2.00], [0.12, -5.85, 0.07], [1.87, -5.78, 0.29], [1.03, -7.35, 0.32], [1.50, -6.53, 2.46], [-5.01, 1.37, -0.04], [-5.20, 1.45, 1.37], [-5.99, 1.42, -0.52], [-4.40, 2.21, -0.38], [-4.52, 0.43, -0.32], [-4.33, 1.38, 1.77], [1.15, 2.58, -5.67], [0.51, 1.36, -6.03], [0.70, 3.39, -6.24], [1.01, 2.77, -4.60], [2.22, 2.53, -5.89], [0.93, 0.66, -5.51], [4.73, 4.88, -3.70], [4.87, 5.02, -2.29], [3.66, 4.88, -3.92], [5.20, 5.72, -4.23], [5.16, 3.94, -4.04], [5.80, 5.02, -2.08], [-2.59, -8.06, 0.52], [-2.53, -8.03, 1.95], [-3.64, -8.07, 0.23], [-2.11, -7.17, 0.10], [-2.10, -8.95, 0.13], [-1.60, -8.01, 2.21], [-4.14, -1.77, 1.72], [-2.87, -1.80, 2.35], [-4.76, -2.52, 2.20], [-4.61, -0.79, 1.85], [-4.05, -2.00, 0.66], [-2.31, -1.13, 1.94], [-1.89, -0.97, -7.93], [-1.36, 0.09, -8.73], [-2.05, -1.83, -8.56], [-1.18, -1.23, -7.14], [-2.84, -0.67, -7.48], [-1.22, 0.84, -8.14], [-2.44, 9.90, 0.22], [-1.28, 9.63, 1.00], [-3.28, 9.39, 0.68], [-2.66, 10.97, 0.17], [-2.32, 9.52, -0.80], [-0.54, 10.07, 0.59], [-0.04, 1.77, -11.62], [-1.29, 1.13, -11.36], [-0.09, 2.21, -12.62], [0.15, 2.56, -10.89], [0.78, 1.05, -11.59], [-1.21, 0.75, -10.47], [-0.44, 2.50, 7.95], [0.42, 2.88, 6.89], [-1.34, 2.08, 7.50], [0.03, 1.73, 8.56], [-0.71, 3.36, 8.56], [1.22, 3.26, 7.28], [2.64, 1.58, -8.97], [3.03, 1.45, -10.34], [1.91, 2.40, -8.92], [2.16, 0.67, -8.60], [3.49, 1.83, -8.34], [3.66, 0.73, -10.39], [2.22, 0.92, 10.57], [2.42, 0.79, 9.16], [1.43, 1.65, 10.71], [1.91, -0.03, 11.02], [3.12, 1.28, 11.07], [3.13, 0.15, 9.03], [-2.58, -5.20, 2.89], [-1.33, -5.45, 3.51], [-3.23, -4.75, 3.63], [-2.48, -4.51, 2.05], [-3.03, -6.14, 2.54], [-0.75, -5.85, 2.86], [-1.02, -1.33, 8.85], [-0.11, -0.95, 7.82], [-1.95, -1.63, 8.37], [-0.64, -2.17, 9.43], [-1.23, -0.49, 9.53], [0.71, -0.69, 8.25], [-3.98, -10.96, -1.40], [-2.94, -10.08, -1.81], [-3.79, -11.21, -0.36], [-4.95, -10.47, -1.47], [-3.99, -11.87, -1.99], [-3.09, -9.84, -2.73]]}